No. 1
Entry from OMol25: a cluster of 2 separate species, C5H7FO in total (ωB97M-V/def2-TZVPD).

Computed properties:
Highest occupied orbital energy (alpha / beta) = -9.27 / -8.65 eV
Energy relative to the best compared isomer or geometry (same formula, charge and spin) = 396.3 kJ/mol
Kohn-Sham gap (alpha / beta) = 9.14 / 7.92 eV

```
! RIJCOSX wB97M-V def2-TZVPD def2/J DEFGRID3
* xyz 0 1
C -0.0392 -0.6894 -2.2244
C -0.1011 -0.5045 -0.9354
C -1.1455 1.7330 -0.0055
C 0.6763 0.0186 1.4238
C 0.3143 -1.0463 0.4212
O -0.6273 2.7660 -0.0748
F -2.2924 1.4704 0.7206
H 0.6415 -1.4009 -2.5903
H -0.6354 0.0271 -2.7196
H 0.9783 0.8232 0.8482
H -0.1552 0.5382 2.0165
H 1.5080 -0.2691 2.0527
H -0.3733 -1.8415 0.7466
H 1.2508 -1.6248 0.3205
*
```

Löwdin population analysis, charges in e, atoms 1 to 5: 0.014, -0.024, -0.290, -0.130, -0.257

No. 2
Entry from OMol25: the ion C17H28N3O3 with charge +1 (ωB97M-V/def2-TZVPD).

Computed properties:
Highest occupied orbital energy = -10.78 eV
Energy relative to the best compared isomer or geometry (same formula, charge and spin) = 100.1 kJ/mol
Kohn-Sham gap = 7.80 eV
SMILES = COc1ccc(/[NH+]=C(\O)[C@@H]2CCCCN2N)cc1OCC(C)C

```
! RIJCOSX wB97M-V def2-TZVPD def2/J DEFGRID3
* xyz 1 1
C -3.8239 -3.9245 0.4834
O -3.5580 -2.5425 0.3687
C -2.3055 -2.1291 0.1448
C -1.1931 -2.9481 0.0097
C 0.0654 -2.4199 -0.2274
C 0.2221 -1.0458 -0.3331
N 1.4411 -0.4088 -0.5795
C 2.6497 -0.8648 -0.7319
O 2.8951 -2.1587 -0.6772
C 3.7497 0.1542 -1.0031
C 5.1608 -0.3896 -0.7422
C 5.3817 -0.6327 0.7502
C 5.1279 0.6716 1.4983
C 3.7272 1.1929 1.1899
N 3.6025 1.3916 -0.2462
N 2.3492 2.0545 -0.5984
C -0.8885 -0.1973 -0.1980
C -2.1457 -0.7141 0.0390
O -3.2716 -0.0041 0.1851
C -3.2368 1.4060 0.0516
C -4.6660 1.9312 0.2134
C -4.6593 3.4564 0.2485
C -5.5490 1.4101 -0.9164
H -3.5691 -4.4573 -0.4370
H -3.2853 -4.3662 1.3263
H -4.8949 -4.0006 0.6599
H -1.2959 -4.0177 0.0858
H 0.9037 -3.0858 -0.3300
H 1.4147 0.6470 -0.6106
H 3.8356 -2.3661 -0.7981
H 3.6666 0.4256 -2.0671
H 5.8647 0.3733 -1.0771
H 5.3554 -1.2834 -1.3404
H 6.4045 -0.9669 0.9205
H 4.7102 -1.4059 1.1321
H 5.2265 0.5227 2.5726
H 5.8584 1.4178 1.1856
H 3.5892 2.1626 1.6730
H 2.9671 0.4996 1.5852
H 2.1701 2.7606 0.1122
H 2.5225 2.5573 -1.4702
H -0.7437 0.8681 -0.2839
H -2.8468 1.6807 -0.9381
H -2.5859 1.8387 0.8241
H -5.0494 1.5487 1.1638
H -4.0597 3.8264 1.0771
H -4.2556 3.8581 -0.6786
H -5.6724 3.8290 0.3680
H -6.5776 1.7248 -0.7650
H -5.5188 0.3243 -0.9439
H -5.2089 1.7959 -1.8754
*
```

Löwdin population analysis, charges in e, atoms 1 to 5: -0.054, -0.042, -0.192, 0.010, -0.007

No. 3
Entry from OMol25: the ion C5H11NO with charge +1 (ωB97M-V/def2-TZVPD).

Computed properties:
Highest occupied orbital energy (alpha / beta) = -15.72 / -15.71 eV
Energy relative to the best compared isomer or geometry (same formula, charge and spin) = 138.9 kJ/mol
Kohn-Sham gap (alpha / beta) = 11.61 / 6.53 eV

```
! RIJCOSX wB97M-V def2-TZVPD def2/J DEFGRID3
* xyz 1 2
C -0.1122 1.0037 -0.6114
C 0.8585 0.2562 0.3905
C 0.0159 -0.4870 1.4385
C 1.8935 -0.6269 -0.2877
C -1.1884 0.1148 -1.1094
N -2.4077 0.2565 -0.5204
O -1.0020 -0.6673 -2.0358
H -0.4565 1.8682 -0.0491
H 0.4882 1.3300 -1.4865
H 1.3918 1.1706 0.7471
H -0.3432 -1.4600 1.1022
H 0.7095 -0.7179 2.2590
H -0.6863 0.2286 1.8596
H 2.5349 -0.1456 -1.0059
H 1.2530 -1.4506 -0.6700
H 2.5773 -1.1023 0.4171
H -2.4570 0.9204 0.2319
H -3.0693 -0.4917 -0.6697
*
```

Löwdin population analysis, charges in e, atoms 1 to 5: -0.049, -0.390, -0.056, -0.048, -0.400

No. 4
Entry from OMol25: an isolated molecule of C2H7N3S (ωB97M-V/def2-TZVPD).

Computed properties:
Highest occupied orbital energy = -8.48 eV
Energy relative to the best compared isomer or geometry (same formula, charge and spin) = 154.5 kJ/mol
Kohn-Sham gap = 9.27 eV
SMILES = CN/N=C\NS

```
! RIJCOSX wB97M-V def2-TZVPD def2/J DEFGRID3
* xyz 0 1
C -2.3267 -0.2625 -0.2712
N -0.9246 -0.3509 -0.0145
N -0.3484 0.9387 -0.0693
C 0.9195 0.9728 0.0014
N 1.6556 -0.2254 0.1889
S 3.3362 -0.1237 -0.2893
H -2.8576 0.4478 0.4032
H -2.7560 -1.2773 -0.1845
H -2.5057 0.0833 -1.2881
H -0.7074 -0.8142 0.8962
H 1.5001 1.8800 -0.0936
H 1.1083 -1.0231 -0.1723
H 3.9067 -0.2454 0.8932
*
```

Löwdin population analysis, charges in e, atoms 1 to 5: -0.152, -0.182, -0.008, -0.319, -0.408

No. 5
Entry from OMol25: a structure of composition C11H10ClNSTi (ωB97M-V/def2-TZVPD).

Computed properties:
Highest occupied orbital energy (alpha / beta) = 0.53 / 0.18 eV
Energy relative to the best compared isomer or geometry (same formula, charge and spin) = 0.0 kJ/mol
Kohn-Sham gap (alpha / beta) = 4.12 / 4.45 eV

```
! RIJCOSX wB97M-V def2-TZVPD def2/J DEFGRID3
* xyz -2 3
C 0.9568 -1.9985 1.9465
C 1.0171 -1.7397 0.5431
C -0.3340 -1.5721 0.0601
H 1.9117 -1.6935 -0.0690
C -1.2229 -1.6942 1.1895
C -0.4231 -2.0240 2.3414
H -0.8144 -2.3175 3.3115
H 1.8027 -2.2196 2.5820
H -0.6202 -1.4689 -0.9862
H -2.3147 -1.6272 1.1523
Ti 0.1709 0.0324 1.5293
Cl 1.0890 1.6435 0.4232
C 0.0927 2.5751 -2.2380
C -1.1323 1.9396 -2.5851
C -0.8223 0.6985 -3.2192
H -2.1262 2.3427 -2.4117
C 0.6009 0.5704 -3.2660
C 1.1660 1.7263 -2.6581
H 2.2267 1.9278 -2.5433
H 0.1880 3.5395 -1.7500
H -1.5394 -0.0113 -3.6216
H 1.1568 -0.2518 -3.7087
S -0.7522 0.7003 6.0325
C -0.3133 0.5046 4.5525
N 0.0355 0.4176 3.3930
*
```

Löwdin population analysis, charges in e, atoms 1 to 5: -0.241, -0.239, -0.207, 0.096, -0.224

No. 6
Entry from OMol25: a structure of composition C2H2IN3 (ωB97M-V/def2-TZVPD).

Computed properties:
Highest occupied orbital energy = -9.66 eV
Energy relative to the best compared isomer or geometry (same formula, charge and spin) = 447.7 kJ/mol
Kohn-Sham gap = 9.68 eV

```
! RIJCOSX wB97M-V def2-TZVPD def2/J DEFGRID3
* xyz 0 1
C 0.0325 -0.2113 1.0237
C 0.2316 0.4984 -0.5375
N 0.5222 -0.5874 -1.5058
N -0.3609 -1.2971 -1.0274
N -0.9231 -0.3414 -0.0941
I 0.3924 2.4843 -1.1555
H 0.5879 -1.0418 1.4756
H -0.4828 0.4962 1.8210
*
```

Löwdin population analysis, charges in e, atoms 1 to 5: -0.035, -0.905, 0.009, 0.000, -0.105

No. 7
Entry from OMol25: a structure of composition C14H26N2OPtS2 (ωB97M-V/def2-TZVPD).

Computed properties:
Highest occupied orbital energy (alpha / beta) = -13.29 / -14.47 eV
Kohn-Sham gap (alpha / beta) = 7.32 / 5.87 eV

```
! RIJCOSX wB97M-V def2-TZVPD def2/J DEFGRID3
* xyz 2 3
Pt 0.2174 -0.1026 -0.3719
S -0.7385 -2.2602 -0.1010
S -0.5910 2.1709 -0.2418
C 0.8120 -3.1678 -0.1252
C -1.2746 -2.5566 -1.8393
C -0.7933 -1.4719 -2.7690
N -1.0167 -0.1797 -2.0646
C -0.7030 1.0529 -2.8565
C -1.0824 2.2527 -1.9858
H -2.3699 -2.6260 -1.8199
H -0.8932 -3.5490 -2.0748
H -1.3204 -1.4404 -3.7275
H 0.2851 -1.5539 -2.9609
H -1.2469 0.9872 -3.8128
H 0.3799 1.0248 -3.0653
H -2.1734 2.3531 -1.9197
H -0.6672 3.1942 -2.3449
C 1.0473 2.9652 -0.2491
H -1.9942 -0.1287 -1.7149
H 1.7372 2.6026 -1.0243
H 1.5124 2.9064 0.7444
H 0.7640 4.0049 -0.4500
H 1.2489 -3.0804 0.8863
H 1.5272 -2.7974 -0.8894
H 0.5408 -4.2200 -0.3078
C -4.6479 -0.3204 0.7636
C -4.1227 -0.2368 1.9523
H -4.8386 -1.2156 0.1712
H -4.7016 0.5658 0.1268
H -3.3072 -0.9473 2.0809
H -3.9399 0.6797 2.4825
O 2.6033 -0.3222 -0.9541
C 3.1317 -0.6004 0.3775
C 2.3784 0.0255 1.5639
C 3.0142 0.3629 2.7699
C 2.3081 0.9772 3.8087
C 0.9383 1.1579 3.7355
C 0.3146 0.7166 2.5718
N 1.0486 0.1817 1.5439
H 2.7757 0.5962 -1.1979
H 3.0763 -1.6881 0.3866
H 4.2173 -0.4475 0.4798
H 4.0874 0.2351 2.8265
H 2.8416 1.4238 4.6515
H 0.3624 1.6525 4.5126
H -0.7474 0.8227 2.4324
*
```

Löwdin population analysis, charges in e, atoms 1 to 5: 0.911, 0.838, 0.833, -0.346, -0.370

No. 8
Entry from OMol25: a cluster of 2 separate species, C11H9N3O in total (ωB97M-V/def2-TZVPD).

Computed properties:
Highest occupied orbital energy (alpha / beta) = -7.76 / -7.76 eV
Energy relative to the best compared isomer or geometry (same formula, charge and spin) = 502.6 kJ/mol
Kohn-Sham gap (alpha / beta) = 7.30 / 7.30 eV

```
! RIJCOSX wB97M-V def2-TZVPD def2/J DEFGRID3
* xyz 0 1
C 0.5010 -0.0804 2.7171
C -0.8068 2.4912 -0.5448
C 3.2508 -0.5770 -0.6317
C 2.1454 -1.3937 -0.8093
C 3.0760 0.7894 -0.4788
C 0.8752 -0.8522 -0.8320
C 1.8092 1.3391 -0.4966
C 0.6901 0.5219 -0.6734
C -2.6119 -0.2807 -1.2371
C -3.7467 -1.1572 0.6119
C -0.6464 1.1016 -0.6984
N -0.6024 -0.3326 2.5964
N -0.9303 3.6235 -0.3868
N -1.7142 0.3749 -0.7511
O -3.5764 -0.9964 -0.8083
H 4.2427 -1.0037 -0.6184
H 2.2726 -2.4588 -0.9353
H 3.9328 1.4335 -0.3479
H 0.0186 -1.4934 -0.9806
H 1.6784 2.4050 -0.3790
H 1.5289 0.1480 2.8141
H -2.9057 -1.7118 1.0309
H -4.6739 -1.7090 0.7441
H -3.8071 -0.1814 1.0950
*
```

Löwdin population analysis, charges in e, atoms 1 to 5: -0.065, -0.185, -0.094, -0.084, -0.086

No. 9
Entry from OMol25: a cluster of 2 separate species, CH2ClN2O3 in total (ωB97M-V/def2-TZVPD).

Computed properties:
Highest occupied orbital energy (alpha / beta) = -13.45 / -13.45 eV
Energy relative to the best compared isomer or geometry (same formula, charge and spin) = 286.1 kJ/mol
Kohn-Sham gap (alpha / beta) = 6.59 / 6.59 eV

```
! RIJCOSX wB97M-V def2-TZVPD def2/J DEFGRID3
* xyz 1 1
C 1.2341 0.0797 -0.0164
N 4.4223 0.3955 0.0583
N -0.0340 0.2914 0.1315
O 4.6750 1.4606 0.1629
O 4.2890 -0.6792 -0.1174
O -1.1428 -0.5567 -0.0196
Cl 1.7458 -1.5412 -0.2091
H -0.2090 1.2974 0.0482
H -0.9404 -1.2235 0.6578
*
```

Löwdin population analysis, charges in e, atoms 1 to 5: -0.529, -0.067, -0.158, 0.464, 0.340

No. 10
Entry from OMol25: an isolated molecule of C5H6N2O (ωB97M-V/def2-TZVPD).

Computed properties:
Highest occupied orbital energy = -9.93 eV
Energy relative to the best compared isomer or geometry (same formula, charge and spin) = 195.6 kJ/mol
Kohn-Sham gap = 9.50 eV
SMILES = [H]/N=C(/C#N)C(=O)CC

```
! RIJCOSX wB97M-V def2-TZVPD def2/J DEFGRID3
* xyz 0 1
H -0.6575 1.1036 2.2620
N -0.9668 1.4713 1.3642
C -1.0841 0.5959 0.4383
C -1.5725 0.9616 -0.8601
N -2.0078 1.2042 -1.8939
C -0.9127 -0.8731 0.6038
O -1.4879 -1.7326 1.1717
C 0.7052 -0.9137 0.1205
C 1.3608 0.0732 -0.8263
H 1.1980 -0.9033 1.0915
H 0.7829 -1.9316 -0.2739
H 2.4093 -0.1803 -0.9620
H 0.9041 0.0333 -1.8073
H 1.3288 1.0915 -0.4285
*
```

Löwdin population analysis, charges in e, atoms 1 to 5: 0.081, 0.209, -0.367, -0.155, 0.202

No. 11
Entry from OMol25: an isolated molecule of C11H10N2O2 (ωB97M-V/def2-TZVPD).

Computed properties:
Highest occupied orbital energy (alpha / beta) = -8.70 / -8.70 eV
Energy relative to the best compared isomer or geometry (same formula, charge and spin) = 684.0 kJ/mol
Kohn-Sham gap (alpha / beta) = 7.06 / 7.06 eV

```
! RIJCOSX wB97M-V def2-TZVPD def2/J DEFGRID3
* xyz 0 1
C 2.8715 -1.7191 -0.3592
C -0.9316 1.9524 1.6766
C -1.8470 1.0440 1.0302
C 0.3075 1.9785 1.1589
C -1.4312 -0.0038 0.3692
C 0.7371 0.9750 0.1283
C -0.0792 -0.2493 0.2765
C -2.5412 -0.7540 -0.7357
C 1.5216 1.4094 -0.9765
C 1.7003 0.6148 -2.1792
C -0.1758 -2.4898 1.1018
N 1.7560 -1.6518 -0.0218
N 0.4718 -1.4594 0.3904
O -2.5650 -1.9395 -0.5293
O -2.9247 0.1019 -1.4725
H -1.3521 2.6205 2.4601
H -2.8053 1.3549 0.9771
H 1.1596 2.7428 1.2019
H 1.9715 2.3492 -0.8505
H 0.8396 -0.0924 -2.4319
H 2.6247 -0.0650 -2.1695
H 1.6630 1.1517 -3.0606
H -1.1297 -1.9828 1.5017
H -0.3140 -3.2884 0.4869
H 0.4726 -2.5998 2.0273
*
```

Löwdin population analysis, charges in e, atoms 1 to 5: 0.089, -0.056, -0.029, -0.032, -0.082

No. 12
Entry from OMol25: a cluster of 10 separate species, C11H42O11 in total (ωB97M-V/def2-TZVPD).

Computed properties:
Highest occupied orbital energy = -9.68 eV
Energy relative to the best compared isomer or geometry (same formula, charge and spin) = 273.0 kJ/mol
Kohn-Sham gap = 9.76 eV
SMILES = OCCO.CO.CO.CO.CO.CO.CO.CO.CO.CO

```
! RIJCOSX wB97M-V def2-TZVPD def2/J DEFGRID3
* xyz 0 1
O 3.8715 -2.5986 -1.9917
C 3.3260 -1.4618 -1.4029
C 3.0017 -1.7714 0.1265
O 1.8352 -2.5456 0.4394
H 3.4919 -2.6510 -2.8718
H 4.0063 -0.6109 -1.4364
H 2.4310 -1.2652 -1.9932
H 2.9030 -0.8438 0.6904
H 3.8455 -2.3560 0.4929
H 2.0506 -2.7690 1.3479
C -2.8836 1.9668 -1.7198
O -3.3062 2.6972 -0.5651
H -3.4803 2.2562 -2.5849
H -1.9068 2.3508 -2.0138
H -2.8267 0.9099 -1.4595
H -2.7310 2.4067 0.1465
C -0.3993 0.3491 0.3700
O -0.9562 1.6247 0.5811
H 0.2967 0.0478 1.1529
H -1.2284 -0.3533 0.4559
H 0.0629 0.2430 -0.6114
H -0.2006 2.2159 0.6169
C -0.6774 -3.0172 2.7181
O -2.0992 -3.2741 2.5324
H -0.3181 -2.8993 3.7405
H -0.0963 -3.8646 2.3543
H -0.3036 -2.1141 2.2356
H -2.1755 -4.1425 2.1303
C 2.0545 2.4188 -0.7895
O 1.2317 3.0595 0.1611
H 1.4788 1.7140 -1.3895
H 2.5718 3.1417 -1.4204
H 2.8404 1.7998 -0.3569
H 1.6600 3.8210 0.5589
C -0.3397 -2.9930 -2.0882
O 0.6806 -3.8758 -1.5822
H -0.1574 -2.7085 -3.1245
H -1.3268 -3.4455 -1.9932
H -0.3747 -2.1275 -1.4266
H 1.2930 -3.3773 -1.0362
C -1.1723 5.2707 2.2476
O -0.2843 6.3187 1.9296
H -0.6959 4.3727 2.6410
H -1.8779 5.7023 2.9575
H -1.7060 4.9505 1.3527
H 0.0969 6.6076 2.7620
C -0.4889 -0.0178 -4.0752
O -1.5513 -0.7944 -4.7220
H -0.9311 0.9012 -3.6907
H -0.0995 -0.5416 -3.2022
H 0.2346 0.3192 -4.8175
H -2.2698 -0.8305 -4.0864
C -4.1296 -1.7387 0.7127
O -3.3030 -2.4880 -0.1778
H -4.6246 -2.4492 1.3748
H -3.5075 -1.0745 1.3127
H -4.8433 -1.2031 0.0868
H -2.9948 -3.2762 0.2754
C 2.5159 0.6842 2.9727
O 3.6665 0.9013 3.6881
H 2.5271 1.0372 1.9415
H 2.2439 -0.3713 2.9746
H 1.6714 1.2387 3.3819
H 4.3783 0.5239 3.1661
*
```

Löwdin population analysis, charges in e, atoms 1 to 5: -0.049, -0.230, -0.174, -0.091, 0.094

Energy across the listed records, respectively: -369.6481 -1054.3117 -326.7712 -642.7938 -2187.7746 -539.1893 -1648.8043 -663.9482 -834.1548 -378.7964 -684.9170 -1271.7083 Eh.